1.
C43H51AsN6SiSn | wB97M-V/def2-TZVPD

Properties
LUMO energy in eV: 0.54
Energy relative to the best compared isomer or geometry (same formula, charge and spin) in eV: 0.239
Charge: 0
Highest occupied orbital energy in eV: -7.06
Orbital gap in eV: 7.6059

Positions of all 103 atoms, in Å:
Sn: -0.0943 0.6730 -1.9535
N: 3.2356 3.5538 -2.7646
C: 3.5247 2.2475 -2.3647
C: 4.9037 2.0218 -2.1995
C: 5.3625 0.7873 -1.8116
C: 4.4438 -0.2227 -1.5766
C: 3.1142 0.0709 -1.7574
N: 2.6372 1.2630 -2.1460
C: 2.1081 4.3652 -2.8288
C: 2.3028 5.7402 -2.6210
C: 1.2190 6.5858 -2.6845
C: -0.0346 6.0567 -2.9734
C: -0.1161 4.6978 -3.1867
N: 0.9248 3.8677 -3.1240
H: 4.0721 4.1116 -2.7610
H: 5.6021 2.8306 -2.3763
H: 6.4227 0.6092 -1.6923
H: 4.7549 -1.2099 -1.2667
H: 2.3545 -0.6860 -1.5917
H: 3.2911 6.1171 -2.3873
H: 1.3436 7.6442 -2.4981
H: -0.9110 6.6862 -3.0255
H: -1.0653 4.2207 -3.4163
C: -4.2613 0.9819 -2.5590
C: -3.6698 -0.3604 -2.2319
C: -4.4612 -1.4628 -1.9679
C: -3.8339 -2.6859 -1.7201
C: -2.4671 -2.7932 -1.8195
C: -1.7176 -1.6475 -2.1511
N: -2.3362 -0.4519 -2.2760
N: -0.3659 -1.6284 -2.3641
Si: 0.2177 -2.5292 -3.7112
C: -0.7799 -2.0366 -5.2488
C: 0.0447 -4.4117 -3.6119
C: 2.0196 -2.0572 -4.0045
H: -5.0898 1.2336 -1.8979
H: -4.6337 0.9692 -3.5852
H: -3.4905 1.7477 -2.4862
H: -5.5387 -1.3717 -1.9457
H: -4.4325 -3.5500 -1.4574
H: -1.9492 -3.7256 -1.6438
H: -1.8245 -2.3334 -5.1183
H: -0.4139 -2.5003 -6.1670
H: -0.7637 -0.9521 -5.3869
H: -1.0098 -4.6940 -3.6226
H: 0.5023 -4.8391 -2.7172
H: 0.5161 -4.8732 -4.4830
H: 2.1232 -0.9718 -4.0701
H: 2.3669 -2.4846 -4.9473
H: 2.6777 -2.4182 -3.2116
C: -3.5556 3.0184 5.4204
C: -2.9241 2.0880 4.4214
C: -3.1326 2.2317 3.0596
C: -2.5628 1.3661 2.1337
C: -2.9089 1.6059 0.6861
C: -1.7183 0.3158 2.5528
As: -1.0177 -0.7760 0.9998
N: 0.1008 0.5176 0.2661
C: 0.8503 1.3955 1.0402
C: 1.1865 1.1600 2.3850
C: 1.9591 2.0481 3.1101
C: 2.4431 3.2129 2.5299
C: 2.1272 3.4685 1.2033
C: 1.3399 2.5887 0.4838
C: 0.0376 -2.3018 1.7600
C: 1.4108 -2.5668 1.6846
C: 2.4133 -1.6792 0.9941
C: 1.9206 -3.7318 2.2629
C: 1.1141 -4.6731 2.8724
C: 1.6841 -5.9157 3.4999
C: -0.2584 -4.4456 2.8653
C: -0.7993 -3.2987 2.3130
C: -2.2973 -3.1174 2.3436
C: -1.5113 0.1650 3.9342
C: -0.6602 -0.9037 4.5772
C: -2.1145 1.0441 4.8306
H: -4.1703 3.7670 4.9220
H: -2.7899 3.5328 6.0037
H: -4.1861 2.4661 6.1192
H: -3.7642 3.0378 2.7010
H: -3.7183 2.3313 0.6075
H: -3.2160 0.6777 0.2048
H: -2.0455 1.9945 0.1399
H: 0.8545 0.2449 2.8518
H: 2.1974 1.8300 4.1449
H: 3.0504 3.9076 3.0952
H: 2.4888 4.3743 0.7277
H: 1.0737 2.8170 -0.5377
H: 1.9290 -1.0008 0.3021
H: 3.1285 -2.2933 0.4427
H: 2.9763 -1.0829 1.7133
H: 2.9931 -3.8963 2.2264
H: 2.7622 -5.9666 3.3538
H: 1.2336 -6.8083 3.0625
H: 1.4803 -5.9358 4.5720
H: -0.9193 -5.1832 3.3098
H: -2.7800 -3.9639 2.8299
H: -2.6887 -3.0245 1.3273
H: -2.5695 -2.2065 2.8829
H: -0.1089 -1.4971 3.8614
H: -1.2846 -1.5823 5.1634
H: 0.0535 -0.4444 5.2643
H: -1.9320 0.9028 5.8921

=====

2.
C43H52AuN4OS | wB97M-V/def2-TZVPD

Properties
LUMO energy in eV: -3.62
Charge: +1
Highest occupied orbital energy in eV: -9.55
Orbital gap in eV: 5.9205

Positions of all 102 atoms, in Å:
Au: 0.6760 0.4906 0.2375
C: -1.6140 5.9677 -1.6452
C: -0.1028 5.7193 -1.6459
C: 0.2354 4.2633 -1.6954
C: 0.5263 3.4972 -2.7809
C: 0.5858 3.9031 -4.2189
C: -0.6838 3.5243 -4.9877
C: 0.7348 2.1538 -2.3018
N: 0.5575 2.1180 -0.9460
C: 0.2552 3.3895 -0.5501
C: -0.0246 3.7837 0.7391
C: -0.0552 2.9594 1.8404
C: -0.4270 3.3773 3.1701
C: -0.7750 4.7756 3.5725
C: 0.4582 5.5757 4.0004
C: -0.3580 2.2764 3.9633
C: 0.0527 1.1798 3.1234
C: 0.2306 -0.1130 3.5596
C: 0.5900 -1.1832 2.7716
N: 0.7888 -1.1443 1.4187
C: 1.1258 -2.4118 1.0282
C: 1.4005 -2.8040 -0.2616
C: 1.4108 -1.9822 -1.3669
N: 1.1448 -0.6398 -1.3699
C: 1.2848 -0.2071 -2.6600
C: 1.0811 1.0844 -3.0955
C: 1.6678 -1.3120 -3.5005
C: 1.7224 -2.4130 -2.7035
C: 2.1092 -3.8068 -3.0828
C: 3.5713 -4.1171 -2.7482
C: 1.9388 -1.2415 -4.9728
C: 0.7194 -1.5987 -5.8255
C: 1.1484 -3.2806 2.1762
C: 0.8039 -2.5234 3.2523
C: 0.7151 -2.9437 4.6852
C: 2.0042 -2.6447 5.4556
C: 1.4719 -4.7413 2.1414
C: 0.2895 -5.5966 1.6816
N: 0.2468 1.6270 1.8483
C: -0.6888 2.1636 5.4176
C: -2.0778 1.5635 5.6557
H: -1.8318 7.0335 -1.5845
H: -2.0683 5.5793 -2.5571
H: -2.0948 5.4712 -0.8012
H: 0.3477 6.2192 -2.5044
H: 0.3489 6.1727 -0.7609
H: 0.7359 4.9817 -4.2771
H: 1.4579 3.4493 -4.6958
H: -1.5555 4.0200 -4.5597
H: -0.6056 3.8183 -6.0339
H: -0.8638 2.4489 -4.9485
H: -0.2636 4.8257 0.8951
H: -1.2800 5.2869 2.7508
H: -1.4965 4.7399 4.3906
H: 1.1807 5.6435 3.1858
H: 0.1824 6.5872 4.2970
H: 0.9565 5.0964 4.8436
H: 0.0762 -0.3036 4.6122
H: 1.6367 -3.8464 -0.4223
H: 1.2065 1.2772 -4.1511
H: 1.4515 -4.5224 -2.5823
H: 1.9452 -3.9416 -4.1532
H: 3.7738 -3.9660 -1.6872
H: 3.8166 -5.1486 -2.9994
H: 4.2411 -3.4624 -3.3064
H: 2.2849 -0.2434 -5.2443
H: 2.7651 -1.9162 -5.2060
H: -0.1212 -0.9459 -5.5880
H: 0.9418 -1.4862 -6.8862
H: 0.4031 -2.6284 -5.6533
H: -0.1292 -2.4457 5.1673
H: 0.4994 -4.0123 4.7297
H: 2.2377 -1.5795 5.4294
H: 1.9139 -2.9491 6.4978
H: 2.8475 -3.1783 5.0159
H: 2.3305 -4.9114 1.4875
H: 1.7842 -5.0580 3.1374
H: -0.0289 -5.3134 0.6779
H: 0.5539 -6.6537 1.6700
H: -0.5630 -5.4661 2.3501
H: 0.0703 1.5636 5.9258
H: -0.6405 3.1555 5.8689
H: -2.1612 0.5692 5.2150
H: -2.2872 1.4829 6.7221
H: -2.8479 2.1895 5.2037
C: -4.4960 -0.6173 0.1746
S: -2.7862 -0.8916 0.6403
O: -2.0895 0.3991 0.3304
C: -2.3667 -2.0310 -0.6703
C: -2.3834 -3.3919 -0.4150
C: -2.0904 -4.2772 -1.4462
C: -1.7577 -3.7918 -2.7008
C: -1.7159 -2.4215 -2.9359
C: -2.0203 -1.5331 -1.9197
H: -4.5274 -0.2468 -0.8486
H: -4.8919 0.1267 0.8630
H: -5.0474 -1.5518 0.2689
H: -2.6330 -3.7574 0.5744
H: -2.1240 -5.3438 -1.2683
H: -1.5301 -4.4825 -3.5027
H: -1.4528 -2.0483 -3.9155
H: -1.9786 -0.4618 -2.0793

=====

3.
C43H52N4OPmS | wB97M-V/def2-TZVPD

Properties
LUMO energy (spin up / spin down) in eV: -2.35 / -2.33
Energy relative to the best compared isomer or geometry (same formula, charge and spin) in eV: 0.000
Charge: +1
2S+1: 5
Highest occupied orbital energy (spin up / spin down) in eV: -8.96 / -9.01
Orbital gap (spin up / spin down) in eV: 6.6117 / 6.6734

Positions of all 102 atoms, in Å:
Pm: 0.0626 -0.6789 -1.6172
C: 3.4992 0.9338 -3.5576
C: 2.8407 0.0110 -2.5305
C: 2.5666 -1.3595 -3.1709
C: 3.6124 -0.1630 -1.2215
C: 4.9792 0.0934 -1.1991
C: 5.7373 -0.2025 -0.0796
C: 5.1452 -0.8426 0.9920
C: 3.7835 -1.1267 1.0195
C: 3.2924 -2.0370 2.1344
C: 2.1714 -1.5620 3.0482
C: 2.9653 -3.4045 1.5320
C: 2.9924 -0.6851 -0.0579
N: 1.5796 -0.8245 -0.0523
C: 0.7663 -0.0105 0.7641
C: -0.6381 -0.0419 0.7912
N: -1.4292 -0.8586 -0.0363
C: -2.8470 -0.8184 -0.0132
C: -3.5658 -1.3481 1.0701
C: -4.9553 -1.3025 1.0291
C: -5.6285 -0.7644 -0.0535
C: -4.9142 -0.2770 -1.1353
C: -3.5248 -0.2980 -1.1398
C: -2.7686 0.1861 -2.3720
C: -3.4824 1.2702 -3.1789
C: -2.4284 -0.9930 -3.2998
C: -2.8645 -2.0050 2.2405
C: -2.9522 -3.5262 2.1161
C: -3.4069 -1.5489 3.5909
C: -1.1160 1.1352 1.5641
C: -2.3384 1.6411 1.9113
C: -2.3855 2.8421 2.6758
C: -1.2558 3.5170 3.0571
C: 0.0245 3.0176 2.6895
C: 1.2877 3.6168 2.9518
C: 2.4308 3.0259 2.4799
C: 2.4164 1.8138 1.7332
C: 1.2124 1.2117 1.4856
C: 0.0411 1.8373 1.9653
H: 2.8229 1.1103 -4.3948
H: 4.4074 0.4927 -3.9686
H: 3.7619 1.8962 -3.1247
H: 1.8827 0.5029 -2.3090
H: 3.4992 -1.7730 -3.5578
H: 1.8699 -1.3092 -4.0192
H: 2.2161 -2.1078 -2.4457
H: 5.4615 0.5220 -2.0643
H: 6.7951 0.0161 -0.0683
H: 5.7549 -1.1527 1.8301
H: 4.1688 -2.1747 2.7787
H: 1.2037 -1.5456 2.5532
H: 2.3572 -0.5685 3.4520
H: 2.0944 -2.2531 3.8889
H: 2.1845 -3.3114 0.7756
H: 2.6158 -4.0943 2.3011
H: 3.8399 -3.8441 1.0542
H: -5.5235 -1.7059 1.8561
H: -6.7087 -0.7426 -0.0630
H: -5.4536 0.1328 -1.9774
H: -1.8503 0.6705 -2.0111
H: -4.3295 0.8691 -3.7351
H: -2.7982 1.7099 -3.9057
H: -3.8576 2.0645 -2.5368
H: -3.3620 -1.3700 -3.7197
H: -2.0019 -1.8557 -2.7663
H: -1.7773 -0.7066 -4.1359
H: -1.8092 -1.7285 2.2023
H: -3.9804 -3.8659 2.2490
H: -2.3433 -4.0158 2.8755
H: -2.6253 -3.8670 1.1323
H: -4.4283 -1.8950 3.7553
H: -3.3995 -0.4645 3.6873
H: -2.7984 -1.9568 4.3981
H: -3.2672 1.1719 1.6212
H: -3.3553 3.2275 2.9595
H: -1.3297 4.4272 3.6386
H: 1.3388 4.5345 3.5226
H: 3.3874 3.4893 2.6827
H: 3.3545 1.4075 1.3866
C: -0.0217 5.0883 -0.2819
N: -0.4105 3.7920 -0.8270
C: -1.8356 3.5161 -0.8133
C: 0.4720 2.8805 -1.2126
C: 1.9385 3.1971 -1.1121
O: 0.1070 1.7495 -1.6234
H: -0.8499 5.7782 -0.4283
H: 0.8455 5.4887 -0.7991
H: 0.1857 5.0011 0.7861
H: -2.3194 4.0203 -1.6518
H: -2.2519 3.8861 0.1231
H: -2.0113 2.4468 -0.8696
H: 2.1841 3.7103 -0.1855
H: 2.2249 3.8387 -1.9465
H: 2.4984 2.2689 -1.1495
S: -0.0356 -5.4474 -0.2238
C: 0.1477 -5.5559 -1.9177
C: 0.1322 -4.3141 -2.4630
N: -0.0234 -3.2899 -1.5640
C: -0.1239 -3.7609 -0.3430
H: 0.2513 -6.4959 -2.4262
H: 0.2280 -4.0864 -3.5131
H: -0.2546 -3.1228 0.5184

=====

4.
C43H53AsF5N4OSSbSi3Tl | wB97M-V/def2-TZVPD

Properties
LUMO energy in eV: -3.02
Energy relative to the best compared isomer or geometry (same formula, charge and spin) in eV: 1.785
Charge: +1
Highest occupied orbital energy in eV: -9.35
Orbital gap in eV: 6.3263

Positions of all 113 atoms, in Å:
Tl: 1.5228 -1.2101 0.7110
C: 3.4151 -3.8593 -4.0884
C: 3.2487 -4.8696 -2.9659
N: 3.7473 -4.4023 -1.6790
C: 3.0254 -3.8319 -0.6916
S: 1.3871 -3.3425 -1.0363
N: 3.6676 -3.7325 0.4640
N: 2.9108 -3.1730 1.4345
C: 3.1852 -3.4169 2.6606
C: 4.3295 -4.2692 3.1144
C: 2.2000 -2.9152 3.6520
C: 2.3339 -3.2066 5.0100
C: 1.3158 -2.8600 5.8810
C: 0.1891 -2.2237 5.3851
C: 0.1542 -1.9260 4.0322
N: 1.1293 -2.2514 3.1896
H: 3.1212 -4.3001 -5.0434
H: 4.4515 -3.5254 -4.1678
H: 2.7829 -2.9896 -3.9159
H: 3.7863 -5.7895 -3.1998
H: 2.1979 -5.1319 -2.8521
H: 4.6648 -4.7015 -1.3880
H: 4.9121 -4.5817 2.2542
H: 3.9719 -5.1579 3.6395
H: 4.9771 -3.7181 3.8007
H: 3.2130 -3.7189 5.3728
H: 1.3966 -3.0990 6.9341
H: -0.6429 -1.9658 6.0273
H: -0.6930 -1.4110 3.5867
C: 0.0852 -3.5507 -6.6782
C: -0.6733 -3.8857 -5.5666
C: -0.6688 -3.0583 -4.4502
C: 0.0891 -1.8931 -4.4470
C: 0.8500 -1.5602 -5.5623
C: 0.8464 -2.3881 -6.6747
As: 0.0104 -0.7716 -2.8570
C: 1.7177 0.1634 -2.9719
C: 2.9575 -0.2975 -2.5476
C: 4.0763 0.5162 -2.6771
C: 3.9551 1.7853 -3.2305
C: 2.7196 2.2500 -3.6570
C: 1.5928 1.4423 -3.5287
C: 0.2200 1.8186 -3.9213
C: -0.1666 3.0349 -4.4778
C: -1.4997 3.2566 -4.7905
C: -2.4526 2.2713 -4.5570
C: -2.0719 1.0570 -4.0011
C: -0.7404 0.8324 -3.6819
H: 0.0864 -4.1956 -7.5478
H: -1.2642 -4.7928 -5.5632
H: -1.2447 -3.3355 -3.5746
H: 1.4473 -0.6552 -5.5675
H: 1.4408 -2.1260 -7.5414
H: 3.0520 -1.2920 -2.1307
H: 5.0449 0.1547 -2.3546
H: 4.8309 2.4131 -3.3388
H: 2.6399 3.2380 -4.0952
H: 0.5660 3.8085 -4.6752
H: -1.7992 4.2005 -5.2281
H: -3.4890 2.4496 -4.8150
H: -2.8166 0.2849 -3.8356
C: -2.0222 0.7707 5.5507
Si: -0.7702 1.9270 4.8077
C: 0.9874 1.4176 5.1062
C: -1.0813 3.7174 5.2368
Sb: -1.2566 2.0317 2.2732
Si: -3.7281 2.3354 1.7013
C: -4.2887 4.0972 1.5871
C: -2.4444 0.6835 -0.4403
C: -4.6925 1.3664 2.9630
Si: 0.5864 3.3553 0.9819
C: 0.0455 5.1251 1.1842
C: 0.5733 2.7714 -0.7687
C: 2.1584 2.9562 1.8883
H: -1.7666 0.5904 6.5992
H: -2.0486 -0.1952 5.0423
H: -3.0244 1.2013 5.5211
H: 1.1337 1.3342 6.1883
H: 1.6902 2.1624 4.7307
H: 1.2292 0.4521 4.6644
H: -1.0479 3.8457 6.3231
H: -2.0603 4.0691 4.9018
H: -0.3141 4.3690 4.8102
H: -3.6684 4.6903 0.9159
H: -4.3036 4.5638 2.5744
H: -5.3108 4.1167 1.1961
H: -1.5733 1.3110 -0.6441
H: -2.6658 0.1695 -1.3774
H: -1.4179 -1.0782 0.0860
H: -4.9215 2.0256 3.8048
H: -4.1796 0.4806 3.3348
H: -5.6441 1.0488 2.5276
H: -0.9710 5.2749 0.8129
H: 0.7041 5.7717 0.5963
H: 0.0926 5.4627 2.2219
H: -0.3200 3.0765 -1.3181
H: 0.6984 1.6889 -0.8444
H: 1.4396 3.2173 -1.2711
H: 2.2028 3.4574 2.8575
H: 3.0118 3.2994 1.2954
H: 2.2759 1.8807 2.0334
F: -6.4224 -0.8045 -0.4492
C: -5.2645 -0.2730 -0.0587
C: -4.9184 0.9419 -0.4735
F: -5.7089 1.6186 -1.2955
C: -3.6226 1.6058 -0.0959
F: -3.4740 2.7438 -0.9049
C: -2.0531 -0.3471 0.5997
O: -1.2519 0.1577 1.6778
C: -3.2080 -1.0965 1.1855
F: -2.8277 -1.9229 2.1714
C: -4.5055 -1.1073 0.8709
F: -5.2933 -1.9523 1.5422

=====

no.,strongest force on any atom (Eh/bohr)
1,0.01966
2,0.00355
3,0.01083
4,0.00386